Computed, not measured: a single C24H29N5O molecule, with ωB97M-V/def2-TZVPD.

```
59
C24H29N5O | the OMol25 dataset | ωB97M-V/def2-TZVPD
N -3.194 -1.073 3.060
C -1.950 -1.054 2.539
O -1.008 -1.551 3.122
C -1.812 -0.377 1.188
C -2.698 -0.988 0.102
C -2.397 -0.259 -1.202
C -2.611 1.243 -1.030
N -1.763 1.762 0.025
C -1.784 3.212 0.085
C -0.592 3.795 0.852
N 0.656 3.400 0.229
C 1.797 3.291 1.132
C 1.533 2.249 2.167
C 1.262 2.476 3.526
N 0.990 1.351 4.160
N 1.106 0.391 3.252
C 1.417 0.867 2.022
C 1.594 -0.012 0.879
C 1.306 0.432 -0.413
C 1.439 -0.423 -1.487
C 1.864 -1.739 -1.313
C 1.989 -2.648 -2.461
C 3.075 -3.512 -2.571
C 3.192 -4.363 -3.654
C 2.223 -4.369 -4.643
C 1.136 -3.517 -4.542
C 1.020 -2.662 -3.462
C 2.161 -2.174 -0.022
C 2.026 -1.327 1.059
C -2.087 1.129 1.286
H -3.973 -0.635 2.604
H -3.334 -1.486 3.968
H -0.772 -0.499 0.879
H -3.757 -0.872 0.351
H -2.488 -2.054 0.001
H -3.039 -0.628 -2.004
H -1.356 -0.434 -1.476
H -2.353 1.753 -1.962
H -3.682 1.439 -0.822
H -1.738 3.581 -0.943
H -2.718 3.592 0.540
H -0.720 4.890 0.902
H -0.592 3.421 1.876
H 0.877 4.009 -0.550
H 2.026 4.244 1.641
H 2.662 3.007 0.524
H 1.260 3.411 4.052
H 0.788 -0.547 3.465
H 0.933 1.435 -0.547
H 1.223 -0.064 -2.484
H 3.843 -3.500 -1.811
H 4.044 -5.023 -3.730
H 2.314 -5.035 -5.489
H 0.374 -3.521 -5.308
H 0.161 -2.011 -3.382
H 2.476 -3.195 0.136
H 2.261 -1.688 2.050
H -1.461 1.554 2.071
H -3.147 1.305 1.562
```

Output
Molar mass: 403.5 g/mol
Kohn-Sham gap: 0.3166 hartree
E: -34857.8083 eV
Highest occupied orbital energy: -7.87 eV